Entry from the Open Molecules 2025 dataset: C16H19NO2S in the gas phase (ωB97M-V with the def2-TZVPD basis set).

ORCA input file:
```
! wB97M-V def2-TZVPD RIJCOSX def2/J DEFGRID3
* xyz 0 1
C 1.35 -2.78 0.80
C -1.83 1.45 0.17
H -1.81 -0.41 -2.19
H 0.54 -2.74 3.14
C 2.00 -2.36 -0.48
H 0.43 3.55 -1.25
S -2.02 -0.20 0.77
H 0.67 0.41 2.14
C -2.91 2.34 0.26
C 3.35 -2.89 -0.83
C -0.72 -1.39 0.24
H -0.32 -0.62 -3.21
C 1.31 -1.54 -1.36
C -0.55 3.21 -0.90
H -1.04 -2.93 2.44
H 3.47 -3.87 -0.38
H 0.26 1.33 -0.42
H -3.81 2.05 0.76
H 2.12 -3.02 1.54
H -0.59 -1.38 3.26
C -2.81 3.62 -0.27
H 0.74 -3.68 0.66
O -2.39 6.23 -1.09
C -0.81 -0.70 -2.24
C -0.11 -1.14 -1.15
O -0.39 5.74 -1.85
N -1.46 5.43 -1.31
C -1.62 4.09 -0.89
H 1.74 -0.07 0.79
H 4.17 -2.23 -0.50
H 3.41 -3.00 -1.92
H 2.07 -0.68 2.40
H 1.75 -1.34 -2.30
C 0.38 -1.68 1.33
C -0.67 1.90 -0.42
H -1.23 -2.36 0.12
H -3.66 4.29 -0.20
C 1.25 -0.44 1.71
C -0.25 -2.21 2.62
*
```

## Properties
SMILES string: C=C1C=C(C)CC(C)(C)[C@H]1Sc1ccc([N+](=O)[O-])cc1
Gap between HOMO and LUMO, eV: 7.7

***

Entry from the Open Molecules 2025 dataset: C16H19NO6S in the gas phase (ωB97M-V with the def2-TZVPD basis set).

ORCA input file:
```
! wB97M-V def2-TZVPD RIJCOSX def2/J DEFGRID3
* xyz 0 1
O -1.19 2.31 -0.99
C 1.77 2.72 -0.61
C -0.60 1.89 -0.01
H -5.92 -1.79 1.43
H -3.04 1.57 2.01
H 3.37 0.19 2.51
H -4.39 -2.43 2.09
O 5.06 -0.48 -0.50
H 4.75 1.05 1.75
H -2.70 -0.87 0.20
O -1.35 -1.23 -1.69
C 2.84 1.45 0.87
C 2.51 -1.14 -0.29
H 0.74 0.02 -2.91
H 3.04 0.01 -1.99
H 1.53 3.41 -1.39
H -1.29 -0.71 -3.70
H -4.61 -2.30 0.33
C 0.95 -0.51 -1.99
C 2.24 -0.50 -1.48
H -0.54 -2.41 0.38
N -1.21 1.30 1.04
O 1.52 1.22 1.03
C -2.99 -0.39 1.14
H 3.99 2.75 -0.46
H -2.85 -0.58 -2.85
O 4.43 -2.00 1.34
C 0.86 1.99 0.12
S 4.10 -0.89 0.49
H -0.64 0.94 1.79
C -1.77 -0.41 -2.77
O -4.39 -0.50 1.33
H -1.58 0.64 -2.56
C 1.53 -1.84 0.39
H 1.78 -2.34 1.31
C 3.04 2.38 -0.12
C -2.63 1.09 1.11
C 0.25 -1.87 -0.12
C -0.06 -1.18 -1.30
C 3.78 0.59 1.59
H -3.07 1.56 0.23
C -4.84 -1.83 1.29
H -2.46 -0.89 1.97
*
```

## Properties
SMILES string: COCCNC(=O)c1ccc(CS(=O)(=O)c2ccc(OC)cc2)o1
Gap between HOMO and LUMO, eV: 9.4

***

Entry from the Open Molecules 2025 dataset: a molecular structure, C16H20BCdN8OS (ωB97M-V with the def2-TZVPD basis set).

ORCA input file:
```
! wB97M-V def2-TZVPD RIJCOSX def2/J DEFGRID3
* xyz 2 2
C -0.47 2.71 -1.62
N 3.56 2.67 0.63
H 5.10 4.07 0.90
C 0.66 3.33 0.15
H 2.58 1.76 3.58
O -2.27 -0.80 -1.38
C 4.39 3.39 1.35
C -0.22 -1.04 3.23
B 1.73 1.01 0.77
S -3.26 -1.71 -0.66
H -1.30 -2.22 1.69
N 1.98 -0.71 -1.14
H 1.24 0.52 3.75
H 4.53 0.34 0.53
N 0.02 -0.73 1.03
Cd -0.15 -0.47 -1.12
C 4.12 3.17 2.71
C -0.15 3.83 -0.84
N 0.84 0.13 1.68
N 0.11 1.62 -1.13
H -3.13 -4.10 -0.75
C -5.53 -2.67 -1.65
H 2.75 -2.09 -2.52
H -0.57 -1.43 4.18
H -4.26 -3.02 -3.36
H 4.59 3.65 3.56
H -0.46 4.84 -0.99
C 3.87 -0.15 -0.17
H -5.82 -3.18 -0.73
H -1.08 2.66 -2.50
C -4.91 -1.32 -1.33
C -4.44 -3.45 -2.37
H 1.12 3.85 0.98
C 2.95 -1.40 -1.72
C -0.62 -1.44 1.96
H -4.71 -4.50 -2.51
N 2.77 1.90 1.49
H -2.25 -3.34 -2.09
H -4.75 -0.71 -2.22
N 2.54 0.08 -0.19
C -3.18 -3.33 -1.52
C 3.07 2.20 2.73
C 0.70 -0.05 3.01
H 5.15 -1.48 -1.38
C 4.18 -1.08 -1.13
H -6.41 -2.56 -2.27
N 0.82 2.00 -0.03
H -5.45 -0.74 -0.58
*
```

## Properties
<S²>: 0.76
Gap between HOMO and LUMO (alpha / beta), eV: 9.2 / 4.8

***

Entry from the Open Molecules 2025 dataset: a molecular structure, C16H20BrCl2NO2PS4Ti (ωB97M-V with the def2-TZVPD basis set).

ORCA input file:
```
! wB97M-V def2-TZVPD RIJCOSX def2/J DEFGRID3
* xyz 0 2
O 1.88 -2.54 -0.73
C 4.89 -2.22 -0.18
C 0.10 2.14 1.83
C -0.45 -1.80 1.78
C 1.83 -3.72 -1.56
N -0.85 1.33 1.35
H -3.53 3.07 2.38
S 0.36 1.65 -1.80
H -1.48 -1.92 2.09
H 0.57 -5.43 -1.80
S 2.09 -0.61 -2.98
C -2.32 0.63 -4.74
H 5.90 -3.79 -1.26
H -1.74 4.58 3.25
C -2.96 2.60 -3.46
Cl 0.43 -1.00 3.15
H 0.65 -4.82 -0.14
H 4.23 -2.90 0.37
C -1.79 2.42 -2.73
C -2.12 1.69 1.56
H 5.12 -1.38 0.47
H -2.55 -0.07 -5.53
H 1.13 1.83 1.66
Ti -0.01 -0.39 0.27
H -4.11 1.77 -5.06
H -0.47 -0.35 -4.20
P 2.69 -1.25 -1.25
H 6.73 -3.25 0.21
C -0.91 1.39 -3.01
O 4.20 -1.73 -1.35
Cl -1.41 -1.39 -1.17
H 0.01 -2.78 1.65
H 2.75 -4.29 -1.39
S -1.01 3.25 -1.39
C -1.49 3.67 2.72
H -3.65 3.40 -3.24
H 0.66 3.92 2.87
S 2.49 -0.04 0.36
C -3.21 1.68 -4.47
C 6.15 -2.92 -0.65
C 0.61 -4.53 -1.19
C -0.16 3.31 2.51
H 1.80 -3.41 -2.61
H 6.76 -2.24 -1.24
H -0.30 -3.95 -1.35
C -2.48 2.84 2.24
Br -3.47 0.58 0.89
C -1.15 0.46 -4.01
*
```

## Properties
<S²>: 0.75
Gap between HOMO and LUMO (alpha / beta), eV: 7.8 / 7.9

***

Entry from the Open Molecules 2025 dataset: a molecular structure, C16H20GaIN5O11P2S4 (ωB97M-V with the def2-TZVPD basis set).

ORCA input file:
```
! wB97M-V def2-TZVPD RIJCOSX def2/J DEFGRID3
* xyz -1 1
C 0.40 -3.86 1.50
C 0.77 1.88 -5.26
N -0.04 1.45 -2.66
C -0.86 2.70 2.44
N 2.16 -7.31 -0.01
C 0.42 -5.63 -0.11
H 2.01 -3.78 2.87
H -1.09 -4.09 -0.01
S -0.39 -2.40 2.18
P -0.07 3.55 1.01
O -2.14 0.82 0.91
H -2.88 2.99 -0.05
H 0.59 -0.48 -2.84
O -2.62 2.05 -1.58
H 1.90 -7.58 -0.95
H -1.34 4.62 2.61
S -2.21 -0.69 -2.01
H -0.82 3.99 4.13
O -0.33 2.78 -0.26
O -2.97 3.23 0.89
H 3.13 -7.45 0.20
H 0.22 0.88 2.58
I -0.14 4.78 -5.34
S 2.18 -0.84 1.54
H 2.04 1.60 -1.11
H 0.89 2.16 3.59
C -0.23 2.63 -3.21
H 1.08 2.05 -6.28
C 0.94 0.64 -4.66
H 1.37 -0.19 -5.20
C 0.51 0.47 -3.36
C 2.85 0.38 0.48
C 1.58 -4.32 2.04
H -0.02 -6.14 -0.96
N 0.69 0.26 -0.24
H 1.88 2.63 1.00
Ga -1.17 0.95 -0.79
C 0.63 -0.67 0.70
H -0.70 3.37 -2.59
H -0.61 1.29 4.05
S -3.07 1.06 -2.64
N -1.38 3.80 3.29
O -0.51 4.96 1.14
O 0.48 -1.87 3.22
O 1.52 3.47 1.31
C 2.19 -5.45 1.52
O -1.72 -2.76 2.58
C 0.17 2.88 -4.51
C -0.04 1.71 3.22
H -2.36 3.50 3.51
N -0.42 -1.37 0.92
O -2.47 1.40 -3.91
O -4.50 0.96 -2.68
H 3.11 -5.81 1.94
H 3.88 0.68 0.57
C 1.60 -6.12 0.45
C -0.18 -4.50 0.41
P -2.46 2.01 1.79
C 1.92 0.84 -0.37
O -3.32 1.91 2.99
*
```

## Properties
Gap between HOMO and LUMO, eV: 7.9

***

Entry from the Open Molecules 2025 dataset: a molecular structure, C16H20I2N3O4SeTi (ωB97M-V with the def2-TZVPD basis set).

ORCA input file:
```
! wB97M-V def2-TZVPD RIJCOSX def2/J DEFGRID3
* xyz -1 1
H 0.14 3.54 2.80
H -2.62 -1.73 -2.49
C 2.32 -3.43 -1.37
Se -2.68 -2.08 1.33
H 0.55 -3.60 -2.58
H 3.94 -2.99 -0.04
C 2.50 1.60 0.44
H 0.22 0.51 -2.81
C -0.34 -0.38 -3.12
C 0.33 1.92 1.41
H -1.81 -2.95 -1.48
H 3.13 1.13 -0.30
C -1.38 0.88 2.73
H 2.72 -4.38 -1.69
C 2.13 3.35 2.05
H 2.51 4.20 2.61
C 2.97 2.67 1.18
Ti -1.38 -0.08 -0.15
H -1.88 3.34 2.09
H -0.76 0.00 2.87
H 3.99 3.00 1.04
N 0.56 0.16 -0.14
C 0.80 2.98 2.15
H 0.25 -0.98 -3.81
H -1.26 -0.06 -3.60
N -1.07 1.50 1.41
H -1.37 -2.77 -3.20
I 0.69 3.54 -2.16
O -3.18 -0.62 0.61
C 3.00 -2.64 -0.45
O -2.81 -2.04 2.92
O -3.25 -3.35 0.56
O -1.07 -1.74 0.84
N -0.67 -1.22 -1.93
C 0.58 -1.78 -1.46
C 1.26 -0.98 -0.54
C -1.95 2.68 1.22
H 2.99 -0.85 0.73
H -2.98 2.34 1.12
I -2.93 1.35 -1.79
C 1.10 -2.99 -1.87
H -1.18 1.60 3.53
H -1.64 3.22 0.33
C 1.17 1.20 0.57
C 2.48 -1.43 -0.03
C -1.68 -2.24 -2.29
H -2.43 0.58 2.75
*
```

## Properties
Gap between HOMO and LUMO, eV: 5.6

***

Entry from the Open Molecules 2025 dataset: a molecular structure, C16H20IrNOS (ωB97M-V with the def2-TZVPD basis set).

ORCA input file:
```
! wB97M-V def2-TZVPD RIJCOSX def2/J DEFGRID3
* xyz -1 6
Ir 0.12 0.72 1.78
H 1.50 0.28 -3.24
C 1.86 1.92 2.19
H -1.76 2.20 3.52
C 2.13 -0.32 1.65
C -1.86 0.23 0.78
H 0.09 1.09 -2.70
H 0.61 1.28 -4.40
H 1.62 -0.07 -0.52
H 1.31 -1.96 -3.40
O 0.50 -3.09 0.59
C 2.19 0.63 2.72
H -0.87 1.56 -0.73
H 1.43 -2.77 -1.20
H 2.28 -1.39 1.72
C 1.62 1.77 0.78
C -1.21 1.41 0.28
C -0.32 -0.69 -3.74
H -0.70 3.35 1.32
C -1.81 -0.62 -3.69
H 2.41 0.42 3.76
H -0.34 -2.77 -3.52
H -0.28 -3.44 -1.27
C 0.49 0.55 -3.58
H -2.03 -0.68 0.22
H -2.19 -1.56 -3.26
N -0.18 -0.77 3.19
C -1.71 1.75 2.53
H 1.38 2.57 0.09
C 1.78 0.38 0.45
C 0.26 -1.88 -3.62
S -0.07 -1.20 5.96
H -2.66 -0.27 2.81
C -0.12 -0.90 4.39
H 1.78 2.85 2.76
C -2.18 0.45 2.16
C -1.13 2.36 1.37
H -2.40 -0.43 -4.60
H -2.09 0.13 -2.94
C 0.55 -3.10 -0.62
*
```

## Properties
<S²>: 8.77
Gap between HOMO and LUMO (alpha / beta), eV: 2.2 / 4.5

***

Entry from the Open Molecules 2025 dataset: C16H20N2O in the gas phase (ωB97M-V with the def2-TZVPD basis set).

ORCA input file:
```
! wB97M-V def2-TZVPD RIJCOSX def2/J DEFGRID3
* xyz 0 1
C 3.44 1.79 -2.15
H 2.56 2.68 -0.52
C 1.76 0.18 0.76
H 0.26 3.62 -0.56
H 4.89 1.48 0.37
C 4.18 0.79 0.77
C -2.34 -1.06 3.60
H 4.70 -0.19 0.79
C 0.19 2.91 -1.36
H 1.32 -0.31 -2.26
H -3.48 0.87 1.03
H -0.46 0.23 -2.33
H 0.34 3.37 -2.31
C 1.44 -0.49 1.97
H 4.49 1.75 -1.89
H 3.18 0.84 -2.72
N 2.92 0.63 0.07
H -3.59 -0.92 0.69
H -3.33 -1.37 3.96
H -1.47 1.10 0.02
C -2.24 -0.45 2.31
C -3.54 -0.09 1.46
H 3.92 1.01 1.85
H -0.84 2.68 -1.45
H 2.32 -0.88 2.50
C -0.71 0.61 0.71
C 0.20 -0.72 2.54
C -0.90 -0.18 1.86
H -0.43 -2.54 5.62
C 0.59 0.71 0.13
O -1.32 -2.18 5.45
C 0.94 1.50 -1.16
C 0.65 0.54 -2.25
C -1.15 -1.52 4.26
H 3.15 2.65 -2.79
H -4.40 0.02 2.06
C 2.44 1.67 -0.98
N 0.14 -1.32 3.76
H 0.81 1.23 -3.15
*
```

## Properties
SMILES string: Cc1cc(O)nc2cc3c(cc12)C(C)(C)[C@H](C)N3C
Gap between HOMO and LUMO, eV: 8.1

***

For each record above, in turn, the calculated max |F| values are 3.5; 1.2; 1.9; 0.3; 2.4; 0.3; 6.1; 4.5 eV Å⁻¹.
For each record above, in turn, the calculated DFT total energy values are -1224.369061; -1525.443753; -1725.248580; -7105.064472; -6221.546622; -4933.384291; -1253.839554; -806.385460 Eh.